18
Properties=species:S:1:pos:R:3:forces:R:3 method="wB97M-V/def2-TZVPD" e_above_lowest_kcal_mol=5.8 largest_force_ev_per_a=1.24 total_energy_ev=-17672.1990 charge=+1
C 0.2658 1.3011 -0.7829 -0.8907 -0.3630 -0.1488
C 1.3164 0.4520 -0.1394 0.7881 0.5405 0.7933
C 0.9653 -1.0309 -0.0855 0.3923 0.3800 0.3069
S 2.3478 -2.1404 0.2857 0.2313 -0.2093 -0.4450
N -1.0334 1.2706 0.0196 0.9886 0.2572 0.1702
H 0.0233 0.9323 -1.7766 -0.0466 0.0536 -0.0892
H 0.5155 2.3497 -0.8364 0.2817 0.2286 -0.1131
H 2.2467 0.6944 -0.6592 -0.0116 -0.5067 -0.2678
H 1.5330 0.8420 0.8717 -0.2124 -0.2129 -0.1099
H 0.2406 -1.2086 0.7066 -0.3663 0.0210 -0.3161
H 0.5780 -1.3255 -1.0614 -0.1104 -0.2962 0.1423
H 2.9070 -1.4310 1.2670 -0.0717 0.1780 0.1653
H -1.3390 0.3323 0.3084 -0.3228 -0.4080 -0.3472
H -1.7664 1.7432 -0.4986 -0.3061 0.0280 0.1484
H -0.8261 1.7762 0.8793 -0.3815 0.1911 0.1014
H -2.9681 -1.5787 -0.2295 0.1708 0.0667 0.2325
H -2.6075 -1.7523 1.2594 0.0738 0.1624 -0.2415
O -2.3987 -1.2264 0.4717 -0.2067 -0.1109 0.0186